Density functional theory data (the ωB97M-V functional and the def2-TZVPD basis) for the molecule C4H12N2 at a distorted geometry.

Calculated values
Energy above the lowest of the compared OMol25 structures with the same formula, charge and spin in kcal per mole: 47.2
Total charge: 0

Cartesian coordinates (Å):
N -1.01 -1.96 -0.94
C 0.46 -1.90 -0.36
C 1.04 -0.46 -0.48
C 0.20 0.43 0.44
C -0.14 1.79 -0.02
N -0.62 2.54 1.18
H -1.54 -2.61 -0.32
H -1.07 -2.47 -1.91
H 1.25 -2.62 -0.99
H 0.45 -2.31 0.73
H 1.09 -0.05 -1.47
H 2.13 -0.47 -0.06
H -0.77 -0.05 0.76
H 0.62 0.50 1.46
H -0.85 1.85 -0.92
H 0.73 2.32 -0.49
H -1.22 3.35 1.24
H -0.76 2.12 2.15

---

Density functional theory data (the ωB97M-V functional and the def2-TZVPD basis) for a 2-piece molecular cluster, C4H12N2 overall at a distorted geometry.

Calculated values
Energy above the lowest of the compared OMol25 structures with the same formula, charge and spin in kcal per mole: 47.4
Total charge: 0

Cartesian coordinates (Å):
H -4.13 1.18 -1.70
N -3.61 1.13 -0.83
C -3.06 2.32 -0.75
N -2.46 2.85 0.44
H -3.14 3.13 -1.48
H -2.16 3.83 0.26
H -3.02 2.61 1.36
C 2.05 -2.30 -0.77
C 3.20 -1.53 0.23
C 3.28 -2.23 1.53
H 1.42 -1.42 -0.99
H 2.62 -2.72 -1.65
H 1.30 -3.02 -0.40
H 4.10 -1.28 -0.32
H 2.64 -0.56 0.39
H 3.63 -1.61 2.30
H 4.04 -3.00 1.63
H 2.33 -2.58 1.89

---

Density functional theory data (the ωB97M-V functional and the def2-TZVPD basis) for the molecule C4H12N2 at a distorted geometry.

Calculated values
Energy above the lowest of the compared OMol25 structures with the same formula, charge and spin in kcal per mole: 46.5
Total charge: 0

Cartesian coordinates (Å):
C 1.80 0.86 0.64
C 0.81 -0.10 -0.23
N 0.57 -1.52 0.06
C -0.59 0.54 -0.25
C -1.34 -0.04 -1.40
N -1.21 0.12 1.08
H 2.89 0.58 0.77
H 1.70 1.88 0.21
H 1.39 1.08 1.68
H 1.09 -0.09 -1.26
H 1.40 -2.04 0.25
H -0.06 -1.67 0.92
H -0.44 1.61 -0.33
H -1.05 0.66 -2.34
H -2.43 0.22 -1.27
H -1.15 -1.25 -1.76
H -2.15 0.62 0.77
H -0.82 0.73 1.78

---

Density functional theory data (the ωB97M-V functional and the def2-TZVPD basis) for a 2-piece molecular cluster, C4H12N2O overall at a distorted geometry.

Calculated values
Energy above the lowest of the compared OMol25 structures with the same formula, charge and spin in kcal per mole: 44.7
Total charge: -1
Multiplicity: 2

Cartesian coordinates (Å):
C 1.06 1.73 -0.77
C 0.02 0.63 -0.82
C -1.00 0.62 -1.88
O 1.17 -2.79 0.78
N -0.75 0.74 0.55
C -0.98 -0.61 1.06
N -0.13 -0.97 2.19
H 0.54 2.69 -0.71
H 1.75 1.70 -1.61
H 1.62 1.74 0.15
H 0.54 -0.33 -0.70
H -0.74 0.09 -2.79
H -1.73 1.42 -2.00
H 1.98 -3.30 0.76
H -1.61 1.05 0.12
H -0.77 -1.40 0.33
H -2.03 -0.81 1.32
H 0.36 -1.84 1.81
H 0.69 -0.37 2.23